ORCA calculation (the ωB97M-V functional and the def2-TZVPD basis) on 18 unconnected molecules or ions with the total composition C27H41Cl51FN2O3P2.

Output
Energy, eV: -697716.5245
Orbital gap, eV: 8.23

```
! wB97M-V def2-TZVPD RIJCOSX def2/J DEFGRID3
* xyz 1 1
Cl 7.18 -7.30 3.45
C 10.18 7.91 4.02
C 1.21 -7.92 5.29
H 1.34 -2.52 2.79
H 8.53 0.98 6.12
H -4.95 -2.53 -2.73
C 0.79 8.56 -2.71
H -7.23 6.87 -2.99
H -8.93 -0.41 -2.49
H 0.49 2.17 -0.08
Cl -8.21 7.82 -1.10
Cl -11.92 -4.24 -0.65
Cl 8.39 4.92 -1.24
Cl -7.18 5.13 -1.42
Cl 3.51 -3.73 6.60
C 1.87 2.20 -1.69
H -5.47 1.91 1.40
C 0.30 -2.73 3.00
Cl 8.44 6.91 0.86
H 5.26 -4.21 8.08
H -1.58 2.10 -0.99
C -4.15 -0.75 -1.97
H 1.20 -8.95 5.63
H 0.73 -1.28 0.21
Cl -8.70 -2.07 -4.11
C 4.63 5.45 -3.62
H -3.67 -2.77 -1.53
O -3.23 2.96 -2.52
H -2.33 -0.43 -0.96
C 5.18 -4.13 7.00
H -4.35 -0.39 1.74
H -10.06 -5.25 -1.63
Cl -5.38 7.39 -1.65
H -5.06 3.90 -2.12
Cl -10.69 0.02 -3.95
Cl -2.61 -3.87 -4.05
Cl 9.72 -6.18 4.32
Cl -7.89 -0.94 0.83
H -9.69 -2.41 0.47
Cl 7.55 -0.85 -2.80
Cl 0.88 -7.92 3.55
C -1.43 3.19 -0.93
H -0.41 -4.69 -4.12
Cl 5.19 0.51 -1.78
Cl 5.35 3.92 -4.14
Cl 5.61 6.22 -2.39
Cl 1.19 8.12 -4.37
Cl 8.82 -0.76 4.59
Cl 0.21 -4.02 4.19
C 8.72 -6.61 2.93
Cl 2.79 -7.23 5.63
C -7.21 -7.90 -0.84
Cl 8.66 2.10 4.08
Cl -8.25 -3.65 1.82
H -5.33 -2.23 -1.07
C 6.86 0.70 -2.32
O -0.19 3.53 -1.50
Cl 9.11 4.15 1.45
H 0.27 0.32 -1.38
Cl -7.90 0.73 -4.26
Cl 10.21 6.20 4.45
C 1.30 -0.05 -1.47
Cl -0.45 -1.25 3.60
H 10.22 5.63 0.03
C -4.53 -2.16 -1.79
C 5.42 -2.93 2.18
Cl 5.64 -5.69 6.31
Cl -7.84 -6.26 -0.70
H 0.06 9.36 -2.74
Cl 0.07 7.18 -1.86
C 0.88 2.91 -0.78
H 4.57 6.10 -4.48
Cl 4.83 -3.26 0.55
N -3.84 0.05 0.97
Cl 11.78 8.63 4.18
H -2.18 -1.26 -2.47
Cl 5.24 -4.35 3.20
P -4.38 1.47 0.63
N -5.09 0.15 -2.15
H -3.43 2.49 0.63
C -2.58 3.87 -1.62
Cl 6.39 0.70 5.21
C 1.45 -1.28 -0.60
H 9.88 7.99 2.99
Cl -0.55 -3.71 -2.00
P -5.20 1.56 -1.45
H 6.47 -2.69 2.12
C 9.18 5.43 0.24
H -5.04 2.77 -3.46
C -0.87 -3.80 -3.73
H -2.47 0.48 -2.51
Cl 9.00 8.78 5.00
C -11.10 -5.53 -1.54
F -6.72 1.84 -1.27
O 2.22 0.95 -1.11
H 1.38 3.68 -0.19
C -2.70 -0.44 -1.98
Cl 2.22 9.14 -1.86
Cl -0.05 -7.05 6.17
Cl -0.48 -3.24 1.49
Cl 4.59 -1.54 2.89
H -2.24 4.75 -2.17
Cl -11.18 -7.06 -0.67
Cl 8.44 -5.19 1.92
H 9.24 -7.35 2.35
C -9.04 -0.44 -3.57
C -7.03 6.82 -1.93
H 2.43 -1.27 -0.14
H 1.44 2.03 -2.69
Cl -8.07 -3.15 -1.04
Cl -7.92 -8.73 -2.23
H 1.42 -0.32 -2.53
H 2.78 2.76 -1.81
Cl 7.84 1.48 -1.08
C -8.62 -2.54 0.52
H -1.44 3.45 0.13
H -3.30 4.18 -0.87
Cl -0.16 -2.40 -4.55
H -6.14 -7.84 -1.00
Cl 6.28 -2.88 6.44
H 1.39 -2.19 -1.17
Cl 2.99 5.18 -3.02
C 8.15 0.78 5.13
Cl -11.75 -5.69 -3.17
H 6.86 1.35 -3.19
C -4.62 2.96 -2.47
Cl -7.49 -8.80 0.64
*
```